4 unconnected molecules or ions with the total composition C32H33F3O10 at a distorted geometry. Source: the OMol25 dataset; level of theory: ωB97M-V/def2-TZVPD.

For the gap between HOMO and LUMO, the calculation gives 8.58 eV. The value obtained for the calculated total energy is -2291.064389 hartree. The structure (SMILES) is CCCCCCCC[C@H]1OC(=O)O[C@@]1(CC=O)C(F)(F)F.O=C1C=CC(=O)C=C1.O=C1C=CC(=O)C=C1.O=C1C=CC(=O)C=C1. The HOMO energy comes out at -10.1 eV.

Positions of all 78 atoms, in Å:
1 C 0.85249 1.16721 1.07863
2 H 5.70640 4.51055 0.01148
3 H -3.64277 -0.24337 1.54354
4 H -7.01283 -0.95435 4.23123
5 C 5.91963 -0.41916 1.40880
6 H 2.71055 -3.59814 -5.88116
7 C 3.78239 4.61323 0.95328
8 H -5.26084 -5.40439 2.06049
9 H 2.49522 -0.25072 -2.13871
10 C -4.71644 -0.27348 1.67819
11 H -8.72971 -6.08453 -0.50249
12 C -6.67418 -0.68539 3.23846
13 C -5.20552 -0.63918 3.03040
14 F 2.06486 0.78076 1.48041
15 C 1.38775 -1.61870 -3.31567
16 H 4.77849 -2.40211 -5.17360
17 O -2.29495 1.05996 -0.31801
18 H -2.00339 2.76662 0.71398
19 H 4.39127 4.04505 -1.04144
20 C 6.32507 1.97754 -0.45318
21 H -5.22144 0.26801 -0.30384
22 O -7.80220 0.20343 -0.00485
23 H 5.90061 -1.40922 1.84694
24 H 0.66913 4.20963 0.69701
25 C -6.88852 -5.85097 0.66165
26 H 5.27130 0.21676 2.00493
27 C 1.48452 3.60238 0.31097
28 H -0.48754 3.37772 -1.24402
29 C 1.41082 -2.61279 -4.41716
30 C -8.50293 -4.25931 2.42313
31 H -10.12985 -4.70132 1.02463
32 C -0.38189 2.37136 -0.84356
33 H 5.68471 0.54640 -1.92286
34 H -8.59480 -0.44389 2.38007
35 C 4.76709 3.96070 -0.02611
36 C 2.49183 -0.97978 -2.93836
37 C 3.81860 -2.23077 -4.70319
38 C -1.67012 2.07294 -0.07524
39 H 3.37256 5.49114 0.45501
40 O 1.96231 1.79418 -0.90022
41 H 6.90439 0.03119 1.48180
42 H 7.14762 2.00637 0.25956
43 O 4.79880 -0.65442 -3.25381
44 H 7.18996 0.12184 -1.17697
45 H 5.16743 2.31567 1.34001
46 O 1.88772 4.02748 -0.99175
47 C -7.52047 -0.41253 2.24897
48 O -9.18266 -3.58622 3.16844
49 C 5.07346 2.49625 0.27208
50 H 4.38067 -0.17825 -0.07184
51 C 5.43653 -0.42658 -0.05978
52 H 6.54905 2.66373 -1.26411
53 F 0.11855 1.57505 2.12791
54 O 2.39601 2.84290 -2.87869
55 C 2.71455 -2.86918 -5.08092
56 C 0.90127 2.22805 -0.00868
57 H 4.22416 1.91345 -0.07282
58 F 0.24621 0.06484 0.57714
59 C 3.79283 -1.23672 -3.60245
60 H 5.57829 -1.44178 -0.41627
61 C -7.06293 -4.48951 2.69458
62 C -9.07808 -4.88219 1.20571
63 H -0.33828 1.69580 -1.68785
64 C -5.56161 0.00059 0.68855
65 C -8.33019 -5.62064 0.39017
66 H 4.32749 4.98531 1.81300
67 C 2.59198 3.74258 1.37104
68 H 2.97207 2.79806 1.74471
69 O -6.20802 -6.52129 -0.08248
70 C -7.03055 -0.04673 0.89561
71 O 0.40559 -3.19357 -4.76319
72 H 2.13487 4.23635 2.22357
73 C -6.31319 -5.22628 1.87963
74 C 6.20612 0.53372 -0.96280
75 H -6.66323 -4.02457 3.58740
76 H 0.42819 -1.44714 -2.84372
77 C 2.12271 2.89675 -1.71337
78 O -4.43501 -0.89242 3.93209

***

2 unconnected molecules or ions with the total composition C32H33F6N4 at a distorted geometry. Source: the OMol25 dataset; level of theory: ωB97M-V/def2-TZVPD.

As for the charge: +1. For the gap between HOMO and LUMO, the calculation gives 4.39 eV. The value obtained for the calculated total energy is -2057.113168 hartree. The HOMO energy comes out at -8.8 eV.

Positions of all 75 atoms, in Å:
1 C -1.15720 0.51266 0.57169
2 H 1.16800 1.96267 4.12707
3 H -0.01305 0.49868 2.38648
4 C -7.40927 -2.85916 -1.35493
5 N -0.96909 0.55323 4.99818
6 C -7.55644 -1.67199 -0.63046
7 C 3.65161 1.18805 0.51654
8 H -3.73229 0.96400 -3.63005
9 C 5.47828 -1.02285 -1.83400
10 C 5.81507 -2.16510 -3.93768
11 H 4.68645 -0.31816 -3.70641
12 H 1.96557 0.88252 5.31921
13 H 5.68173 -2.20210 -5.01888
14 C -3.50059 0.42612 -1.02563
15 H -2.08401 2.24776 5.35726
16 C -2.31345 1.00660 -1.52970
17 C 0.04887 0.48385 1.31198
18 H -6.19738 -3.94709 -2.78424
19 H 2.01522 0.52216 3.57959
20 F -5.30814 3.04605 -4.05588
21 H -1.50670 -0.46841 6.78700
22 C 3.87333 0.30489 -0.56582
23 C -1.77098 -0.42683 5.71290
24 H -0.38074 2.59269 4.96428
25 F -4.41810 2.99535 -2.03302
26 H 4.45864 1.82725 0.86765
27 H -8.40870 -1.52665 0.03267
28 C 6.54145 -3.16140 -3.27704
29 H -4.46326 -0.40441 0.71599
30 H -4.55458 -2.08231 -3.07486
31 H -6.68235 0.27065 -0.18135
32 C -6.60425 -0.66221 -0.74258
33 H -2.27624 1.41628 -2.53609
34 F 6.29816 1.94092 -2.90244
35 C 6.20487 -2.02571 -1.16995
36 H 2.28579 1.92244 1.98159
37 N 0.17332 0.11669 4.42223
38 H 0.72260 -0.95502 -0.87228
39 C -4.70120 0.91295 -3.12600
40 C -1.04717 1.90739 5.49553
41 H -2.82774 -0.13150 5.63431
42 C -1.16643 1.00454 -0.77034
43 C 1.55228 -0.37840 -0.46411
44 C -5.21586 2.30865 -2.91678
45 H -5.44199 0.37477 -3.72230
46 C 2.79106 -0.45671 -1.06166
47 N -4.60543 0.24523 -1.82194
48 C 1.38911 0.92082 4.38054
49 H -0.24923 1.38583 -1.21809
50 H 2.94223 -1.10154 -1.92696
51 H 0.28427 -0.89252 4.48310
52 C 5.26214 -1.10783 -3.21896
53 C -6.32427 -3.02078 -2.22438
54 H 6.16805 1.30202 0.32350
55 C -5.39694 -1.99524 -2.38363
56 C -2.40320 0.07038 1.11409
57 H 6.34563 -1.93384 -0.09059
58 C 6.71356 -3.10202 -1.88982
59 C 2.42658 1.22524 1.15042
60 N 5.11142 0.15427 -1.12967
61 H 7.25818 -3.88651 -1.36416
62 C 1.33200 0.44255 0.68491
63 F -6.46572 2.26458 -2.34058
64 H -0.83022 1.95260 6.57648
65 H 6.98103 -3.98499 -3.84332
66 H -1.65589 -1.42916 5.28041
67 F 4.95614 2.90849 -1.45748
68 C 6.21772 1.03211 -0.73599
69 H -2.44302 -0.26441 2.15244
70 H 7.15313 0.52038 -0.97728
71 H -8.13769 -3.66273 -1.23926
72 C -5.51503 -0.82482 -1.61319
73 F 7.13941 3.18780 -1.27693
74 C 6.16995 2.27836 -1.57295
75 C -3.52897 -0.00801 0.32161

***

A molecular structure, C32H33IrN7OS3. Source: the OMol25 dataset; level of theory: ωB97M-V/def2-TZVPD.

As for the charge: +1. For the gap between HOMO and LUMO (alpha / beta), the calculation gives 4.69 / 6.96 eV. As for the expectation value of S²: 6.076. The value obtained for the calculated total energy is -2996.335108 hartree. As for the spin multiplicity: 5. The HOMO energy (alpha / beta) comes out at -7.2 / -10.8 eV.

Positions of all 77 atoms, in Å:
1 C -0.31117 3.07394 3.33849
2 C -0.16835 2.73756 1.99390
3 H -2.83760 4.60829 -2.27866
4 H 3.59556 -4.64892 -2.10797
5 C -0.50979 4.39039 3.74834
6 H -2.02935 -5.45796 -3.33897
7 C 0.55489 -1.22271 1.59345
8 H -5.67615 -3.21924 -3.55963
9 C -4.70853 -3.38953 -3.10534
10 C 3.79460 -3.71469 -1.58255
11 C 5.10376 -3.10159 -2.08128
12 C 0.16071 -1.57296 3.98288
13 H -0.14666 3.48018 -0.02734
14 C -3.73640 2.61806 0.35337
15 N 0.01088 1.35876 1.79845
16 S 1.86915 2.02322 -0.85850
17 C -3.79726 3.72574 -0.53410
18 N 1.71171 1.31546 -3.45333
19 H 0.75920 1.63735 -3.48543
20 C 2.38561 0.60169 -4.53869
21 C -2.59034 -1.98446 -0.38859
22 C -3.03216 -2.79444 -1.44615
23 C 2.61731 -2.79850 -1.74510
24 H -1.14008 -1.80754 -3.39692
25 N -0.54219 -1.17036 -2.89039
26 C 2.40060 1.29675 -2.32035
27 H -1.16590 2.79120 -2.51537
28 H 3.87926 -3.94598 -0.52062
29 H -0.54458 5.80297 0.66837
30 N 3.56341 0.69662 -2.51338
31 C -1.91497 2.80463 -1.73970
32 C -2.65341 -4.64639 -2.98479
33 C -2.80860 1.64496 0.19571
34 C 0.24348 -0.73893 2.87750
35 C -0.57862 5.36198 2.77371
36 C -2.84592 3.78083 -1.58151
37 O -1.03338 0.69089 -1.09051
38 C 3.74653 0.24572 -3.89457
39 S 1.40527 -3.04010 -2.97694
40 H -0.60960 4.63818 4.79655
41 C -4.28869 -2.58694 -2.06400
42 H -3.21347 -1.19735 0.01407
43 H -0.72797 6.39428 3.06131
44 C 0.39921 -2.92862 3.82649
45 H -4.23775 -5.05567 -4.38415
46 H 4.57629 0.77038 -4.36482
47 N -1.90026 1.73031 -0.85571
48 H -4.42816 2.53271 1.18105
49 C 0.01565 0.69929 2.92697
50 H -0.09884 -1.17102 4.95625
51 C -0.45563 5.02862 1.41846
52 C 0.56150 -1.67571 -2.33612
53 C 0.70189 -3.43279 2.56724
54 H -1.26555 -4.03621 -1.46962
55 H 4.22744 0.57432 -1.76842
56 H -4.91854 -1.78159 -1.70476
57 N 2.37529 -1.79797 -0.98452
58 N 1.18420 -1.15962 -1.28908
59 C -3.89876 -4.42358 -3.57428
60 C 0.77559 -2.59455 1.46275
61 H -1.61486 -2.13949 0.05270
62 H 1.81958 -0.28670 -4.82080
63 H 0.99927 -3.02801 0.49776
64 H 5.30650 -2.16003 -1.56906
65 H 0.87792 -4.49436 2.44399
66 H 5.07803 -2.92412 -3.15726
67 H -2.69632 0.79139 0.84689
68 H 3.94701 -0.82277 -3.92862
69 C -2.22487 -3.84915 -1.94335
70 S -0.21145 1.65014 4.32658
71 H -4.54673 4.49324 -0.42033
72 H 2.49515 1.23677 -5.41393
73 H 0.34577 -3.59130 4.67964
74 H -1.01307 -0.42890 -2.34239
75 H 5.93284 -3.77800 -1.87819
76 Ir 0.52589 0.19611 0.15577
77 C -0.24505 3.72825 1.01682